w.
# C5H14N2O

A structure of composition C5H14N2O (ωB97M-V with the def2-TZVPD basis set, the OMol25 dataset).

Each line ends with the Löwdin charge.
Cartesian coordinates (Å):
1 C 1.62 -1.18 -1.22  -0.203
2 O 1.03 -0.86 -2.44  -0.145
3 H 0.09 -0.69 -2.27  0.034
4 H 1.51 -2.24 -0.96  0.051
5 H 2.68 -0.95 -1.25  0.065
6 H 0.46 -0.88 -0.15  0.148
7 C 0.65 1.53 -0.42  -0.074
8 C -0.10 1.33 1.99  -0.065
9 C -0.76 -0.34 0.23  -0.475
10 C -0.25 0.96 0.55  -0.302
11 N -1.43 -0.47 -1.06  0.057
12 N -1.48 -1.04 1.27  0.077
13 H -1.72 -1.98 0.97  0.074
14 H -2.14 0.24 -1.18  0.102
15 H -1.86 -1.38 -1.17  0.091
16 H -0.95 -1.09 2.12  0.069
17 H 1.48 0.71 -0.51  0.090
18 H 0.32 1.51 -1.46  0.080
19 H 0.60 0.66 2.52  0.090
20 H 1.01 2.53 -0.18  0.083
21 H -1.05 1.28 2.52  0.078
22 H 0.31 2.34 2.09  0.076

Output
LUMO energy: 0.346 eV
HOMO level: -7.06 eV
Kohn-Sham gap: 7.402 eV
charge: 0

=====

x.
# C5H14N2O

An isolated molecule of C5H14N2O (ωB97M-V with the def2-TZVPD basis set, the OMol25 dataset).

Each line ends with the Löwdin charge.
Cartesian coordinates (Å):
1 C -1.55 -1.26 1.09  -0.050
2 C -1.18 0.18 1.36  -0.386
3 O -2.31 1.03 1.27  -0.056
4 C -0.08 0.67 0.38  -0.357
5 C -0.70 1.06 -0.94  -0.062
6 N 0.88 -0.42 0.20  -0.037
7 C 2.15 0.01 -0.33  -0.331
8 N 2.63 -0.96 -1.30  0.005
9 H -0.80 -1.95 1.45  0.077
10 H -2.53 -1.48 1.53  0.086
11 H -1.71 -1.44 0.03  0.073
12 H -0.79 0.36 2.36  0.144
13 H -2.77 0.87 0.43  0.084
14 H 0.45 1.51 0.82  0.145
15 H -1.23 0.24 -1.40  0.077
16 H -0.04 1.50 -1.70  0.080
17 H -1.37 1.91 -0.80  0.078
18 H 0.48 -1.13 -0.41  0.095
19 H 2.08 1.02 -0.76  0.103
20 H 2.90 0.08 0.46  0.108
21 H 3.52 -0.74 -1.72  0.062
22 H 1.94 -1.08 -2.03  0.063

Output
SMILES string: C[C@H](O)[C@H](C)NCN
LUMO energy: 0.880 eV
HOMO level: -8.65 eV
Kohn-Sham gap: 9.531 eV
charge: 0

=====

y.
# C5H14N2O

An isolated molecule of C5H14N2O (ωB97M-V with the def2-TZVPD basis set, the OMol25 dataset).

Each line ends with the Löwdin charge.
Cartesian coordinates (Å):
1 C 1.48 1.59 -2.46  -0.106
2 C 1.47 0.28 -1.64  -0.297
3 N 0.22 0.26 -0.85  -0.090
4 C 0.22 -0.97 0.00  -0.178
5 C -0.90 -0.89 1.09  -0.351
6 N -0.29 -1.57 2.26  0.033
7 C -1.28 0.53 1.45  -0.243
8 O -2.35 0.56 2.39  -0.073
9 H 0.95 1.71 -3.40  0.065
10 H 1.25 2.36 -1.73  0.071
11 H 2.50 1.72 -2.83  0.060
12 H 2.31 0.40 -0.97  0.108
13 H 1.55 -0.60 -2.27  0.108
14 H -0.47 0.06 -1.57  0.108
15 H 1.17 -1.02 0.49  0.099
16 H 0.08 -1.87 -0.61  0.112
17 H -1.80 -1.43 0.80  0.131
18 H -0.64 -2.51 2.37  0.062
19 H -0.28 -1.06 3.13  0.066
20 H -0.42 1.05 1.84  0.122
21 H -1.61 1.07 0.56  0.109
22 H -3.17 0.33 1.94  0.086

Output
SMILES string: CCNC[C@@H](N)CO
LUMO energy: 0.877 eV
HOMO level: -8.83 eV
Kohn-Sham gap: 9.703 eV
charge: 0

=====

z.
# C5H14N2O

A cluster of 2 separate species, C5H14N2O in total (ωB97M-V with the def2-TZVPD basis set, the OMol25 dataset).

Each line ends with the Löwdin charge.
Cartesian coordinates (Å):
1 C -0.84 0.91 -0.33  -0.489
2 C -0.75 -1.47 0.27  -0.218
3 C 1.83 0.06 0.39  -0.205
4 C -1.08 0.98 -1.82  -0.049
5 C 1.82 0.13 1.90  -0.187
6 N -1.29 -0.24 0.34  0.050
7 N -0.31 -2.12 -0.89  0.070
8 O -1.28 2.05 0.35  -0.031
9 H -2.11 2.37 -0.01  0.087
10 H -1.54 0.01 1.29  0.153
11 H 0.73 0.56 -0.05  0.081
12 H -0.92 -2.12 1.12  0.115
13 H -0.13 -1.52 -1.68  0.060
14 H -0.82 -2.96 -1.13  0.086
15 H 2.10 -0.94 0.03  0.043
16 H 2.55 0.76 -0.04  0.052
17 H -0.50 0.24 -2.37  0.055
18 H -2.14 0.85 -2.09  0.080
19 H -0.77 1.97 -2.18  0.082
20 H 2.83 0.10 2.33  0.056
21 H 1.25 -0.69 2.33  0.047
22 H 1.36 1.06 2.24  0.061

Output
LUMO energy (alpha / beta): 0.719 / 0.572 eV
HOMO level (alpha / beta): -6.19 / -6.03 eV
Kohn-Sham gap (alpha / beta): 6.911 / 6.600 eV
charge: 0

=====

Energies relative to the most stable structure are w 3.353; x 0.000; y 0.443; z 2.955, reported in eV.